(1)
A cluster of 2 separate species, C37H39NO in total in a non-equilibrium geometry, computed with ωB97M-V with the def2-TZVPD basis set.

The total energy is -42537.1659 eV. Its total charge is 0.

Geometry as XYZ:
```
78
Properties=species:S:1:pos:R:3:mulliken_charge:R:1
C 4.079 1.213 4.419 -1.473
C 3.271 1.318 3.161 0.441
C 2.395 2.385 2.967 -1.170
C 1.767 2.588 1.731 1.328
C 1.163 3.922 1.444 -1.464
C 1.770 1.557 0.778 1.202
C 0.997 1.663 -0.520 -0.210
C 1.816 2.426 -1.571 -1.593
C -0.448 2.247 -0.482 -1.585
C -1.255 1.886 0.704 -0.610
C -2.424 1.084 0.591 0.005
C -2.556 -0.092 1.399 0.892
C -1.370 -0.629 2.139 -1.569
C -3.797 -0.703 1.498 -1.040
C -4.878 -0.294 0.702 0.589
C -6.240 -0.870 0.911 -1.714
C -4.652 0.654 -0.299 -0.821
C -3.460 1.366 -0.369 1.370
C -3.328 2.483 -1.369 -2.068
C 2.702 0.508 0.937 0.775
C 2.992 -0.474 -0.165 -1.649
C 3.415 0.393 2.126 -0.944
H 4.663 0.288 4.419 0.354
H 4.774 2.059 4.517 0.299
H 3.431 1.219 5.303 0.348
H 2.239 3.122 3.757 0.515
H 1.476 4.339 0.476 0.089
H 0.067 3.865 1.470 -0.118
H 1.461 4.636 2.219 0.634
H 0.875 0.636 -0.897 0.642
H 2.816 1.990 -1.675 0.352
H 1.327 2.394 -2.556 0.441
H 1.918 3.476 -1.265 0.317
H -0.439 3.344 -0.590 0.309
H -0.929 1.880 -1.406 0.828
H -0.695 1.847 1.640 1.387
H -1.526 -1.682 2.403 0.515
H -0.458 -0.594 1.530 0.088
H -1.183 -0.070 3.065 0.304
H -3.921 -1.538 2.188 0.498
H -7.008 -0.158 0.587 0.379
H -6.362 -1.803 0.349 0.314
H -6.400 -1.087 1.973 0.422
H -5.444 0.889 -1.017 0.404
H -4.318 2.888 -1.632 0.465
H -2.725 3.311 -0.969 0.293
H -2.866 2.151 -2.314 0.445
H 3.800 -1.145 0.153 0.418
H 2.129 -1.109 -0.413 0.309
H 3.333 0.014 -1.088 0.239
H 4.122 -0.433 2.237 0.261
C -5.799 4.861 0.036 -0.801
C -4.626 5.609 -0.109 -0.969
C -3.460 5.226 0.547 -0.661
C -3.485 4.129 1.436 0.979
C -2.325 3.841 2.295 2.061
C -1.749 5.046 2.997 -0.567
O -0.581 5.080 3.399 -0.626
C -2.653 6.224 3.329 0.525
C -4.008 6.092 3.650 0.093
C -4.760 7.194 4.062 -0.838
C -4.141 8.444 4.184 -0.375
C -2.785 8.583 3.863 -0.621
C -2.047 7.484 3.432 -0.511
C -2.293 2.756 3.195 -0.587
N -2.152 1.896 3.990 -0.913
C -4.669 3.381 1.579 0.158
C -5.812 3.744 0.872 -0.781
H -6.689 5.130 -0.535 0.370
H -4.622 6.491 -0.753 0.404
H -2.519 5.767 0.381 0.471
H -4.479 5.115 3.543 0.375
H -5.817 7.062 4.293 0.404
H -4.724 9.304 4.514 0.374
H -2.293 9.552 3.957 0.374
H -0.988 7.590 3.183 0.376
H -4.687 2.518 2.254 0.425
H -6.712 3.139 0.977 0.420
```



(2)
A structure of composition C37H40HgOP2 in a non-equilibrium geometry, computed with ωB97M-V with the def2-TZVPD basis set.

The calculation puts the energy above the lowest of the compared OMol25 structures with the same formula, charge and spin at 1.100 eV. The total energy is -63805.8246 eV. Its total charge is 0.

Geometry as XYZ:
```
81
Properties=species:S:1:pos:R:3:mulliken_charge:R:1
Hg 0.289 2.278 -1.852 0.717
C -1.566 1.296 -2.448 -0.789
C -1.434 -0.164 -2.123 0.490
C -0.461 -1.010 -2.988 -1.021
C 0.643 -0.339 -3.855 -1.207
C 1.152 1.044 -3.483 -0.060
C 0.583 2.249 -3.985 -0.876
C -0.748 2.248 -4.712 -0.843
C -1.879 1.561 -3.920 -1.076
C 0.348 2.322 0.280 -0.300
H -2.298 1.818 -1.818 0.432
H -2.441 -0.634 -2.261 0.459
H -1.107 -1.553 -3.708 0.545
H 0.016 -1.774 -2.348 0.605
H 1.510 -1.036 -3.854 0.354
H 0.335 -0.341 -4.920 0.434
H 2.232 1.035 -3.298 0.774
H 1.293 3.054 -4.205 0.551
H -0.646 1.770 -5.699 0.356
H -1.057 3.287 -4.886 0.377
H -2.776 2.208 -3.971 0.406
H -2.126 0.621 -4.429 0.332
H -0.046 3.301 0.578 0.653
H 1.365 2.228 0.678 -0.397
H -0.209 1.513 0.781 -0.256
P -1.673 -0.850 -0.260 0.715
P 2.639 -0.918 1.194 -0.332
C -0.019 -1.201 0.414 -0.022
C 1.281 -0.977 -0.008 -0.429
C -2.374 -2.405 0.367 -0.442
C -2.765 -3.451 -0.468 -0.248
C -3.381 -4.569 0.098 -0.646
C -3.579 -4.668 1.474 -0.563
C -3.116 -3.647 2.310 -0.707
C -2.494 -2.527 1.764 -0.174
C -3.099 0.238 0.286 0.578
C -2.971 1.577 0.706 -0.132
C -4.097 2.311 1.048 -0.717
C -5.364 1.733 1.044 -0.720
C -5.500 0.394 0.708 -0.642
C -4.385 -0.339 0.320 -0.606
C 4.041 -2.005 1.488 0.729
C 3.771 -3.218 2.169 -0.672
C 4.784 -3.841 2.879 -0.463
C 6.081 -3.303 2.903 -0.479
C 6.369 -2.161 2.145 -0.548
C 5.369 -1.525 1.418 -0.466
C 3.454 0.602 0.666 0.113
C 3.552 1.620 1.630 -0.485
C 3.890 2.926 1.261 -0.584
C 4.137 3.216 -0.093 -0.363
C 4.128 2.199 -1.039 -0.800
C 3.791 0.887 -0.682 0.204
H -0.071 -1.960 1.223 0.533
H 1.532 -0.872 -1.068 -0.069
H -2.578 -3.385 -1.541 0.379
H -3.711 -5.384 -0.543 0.406
H -4.075 -5.535 1.912 0.374
H -3.220 -3.722 3.388 0.404
H -2.101 -1.743 2.415 0.377
H -1.997 2.072 0.721 0.299
H -3.975 3.363 1.315 0.510
H -6.237 2.291 1.392 0.363
H -6.468 -0.107 0.707 0.414
H -4.509 -1.378 0.021 0.395
H 2.750 -3.605 2.163 0.349
H 4.569 -4.748 3.444 0.346
H 6.854 -3.758 3.521 0.353
H 7.379 -1.751 2.142 0.355
H 5.596 -0.624 0.844 0.351
H 3.306 1.376 2.669 0.350
H 3.926 3.696 2.021 0.374
H 4.309 4.260 -0.387 0.351
H 4.354 2.435 -2.089 0.381
H 3.792 0.098 -1.435 0.572
C -2.237 2.225 4.207 -0.494
C -1.991 3.403 3.460 0.440
O -1.750 4.468 3.050 -0.446
H -1.303 1.933 4.723 0.317
H -2.537 1.433 3.500 -0.065
H -3.049 2.441 4.930 0.322
```



(3)
A structure of composition C37H40IrN6S in a non-equilibrium geometry, computed with ωB97M-V with the def2-TZVPD basis set.

The calculation puts the energy above the lowest of the compared OMol25 structures with the same formula, charge and spin at 0.000 eV. The total energy is -61612.4858 eV. Its expectation value of S² is 8.8119. The multiplicity is 6. Its total charge is +2.

Geometry as XYZ:
```
85
Properties=species:S:1:pos:R:3:mulliken_spin:R:1
Ir 12.435 10.850 8.852 1.296
C 16.010 8.768 9.419 0.005
C 16.234 9.698 8.181 -0.009
C 17.032 9.348 7.042 -0.005
C 17.149 10.167 6.002 0.007
C 16.517 11.401 5.975 -0.003
C 15.636 11.719 6.970 0.014
C 15.029 13.148 6.866 0.007
C 15.458 10.821 8.080 -0.001
N 14.413 11.196 9.028 0.337
C 14.790 11.539 10.280 0.285
C 16.114 12.039 10.572 0.007
C 13.818 11.473 11.273 0.211
C 14.156 11.872 12.672 0.022
N 12.738 10.767 10.894 0.354
C 11.798 10.243 11.736 -0.046
C 10.889 11.063 12.422 0.048
C 10.967 12.561 12.212 0.019
C 9.924 10.539 13.225 -0.010
C 9.791 9.163 13.415 0.026
C 10.703 8.324 12.785 -0.018
C 11.696 8.876 11.940 0.010
C 12.605 7.970 11.088 0.014
H 16.274 7.751 9.177 0.002
H 14.982 8.866 9.771 0.003
H 16.572 9.164 10.264 0.001
H 17.728 8.502 7.137 0.001
H 17.815 9.900 5.200 0.000
H 16.748 12.099 5.202 -0.001
H 15.397 13.659 5.984 0.001
H 15.514 13.695 7.737 -0.003
H 13.952 13.239 7.049 0.005
H 16.731 12.443 9.804 0.012
H 16.639 11.236 11.032 0.004
H 15.850 12.794 11.342 -0.003
H 15.081 11.489 13.022 0.002
H 13.338 11.612 13.366 0.010
H 14.253 12.957 12.681 0.012
H 11.855 12.967 12.725 -0.002
H 10.056 13.058 12.570 0.000
H 11.038 12.793 11.192 0.014
H 9.211 11.180 13.734 0.001
H 9.122 8.790 14.167 0.000
H 10.582 7.281 12.948 0.001
H 12.063 7.442 10.316 0.003
H 13.069 7.244 11.709 0.001
H 13.420 8.569 10.690 -0.008
S 6.617 15.429 7.449 0.156
N 6.694 13.858 8.006 0.058
C 7.934 13.630 8.375 0.050
C 8.437 12.344 8.827 0.171
C 7.655 11.356 9.552 -0.011
C 8.288 10.249 10.006 0.182
C 9.656 10.019 9.665 0.000
N 10.378 10.955 9.152 0.111
C 9.803 12.150 8.771 0.108
C 10.690 13.304 8.639 0.331
N 11.966 13.117 9.006 0.107
C 12.766 14.163 9.224 0.112
C 12.331 15.428 9.096 0.169
C 11.061 15.705 8.694 0.061
C 10.166 14.624 8.514 0.165
C 8.777 14.712 8.167 0.110
N 8.172 15.774 7.644 0.099
H 6.606 11.583 9.620 0.005
H 7.766 9.494 10.534 0.006
H 10.153 9.122 9.926 -0.004
H 13.823 13.964 9.406 0.078
H 12.984 16.290 9.188 -0.002
H 10.670 16.686 8.647 -0.002
C 13.019 9.490 5.251 0.030
C 11.999 8.914 6.380 -0.066
C 12.170 7.359 6.357 0.020
C 10.628 9.517 6.101 0.029
C 12.602 9.408 7.667 0.272
H 12.611 9.548 4.247 0.001
H 13.876 8.794 5.257 0.001
H 13.406 10.503 5.539 -0.005
H 11.826 7.073 5.358 0.005
H 11.550 6.816 7.055 0.000
H 13.209 7.061 6.461 -0.002
H 10.177 9.235 5.155 0.002
H 10.837 10.607 5.997 0.003
H 9.867 9.362 6.941 0.000
H 13.619 8.935 7.784 0.025
```



(4)
The molecule C37H40N2O5S2 in a non-equilibrium geometry, computed with ωB97M-V with the def2-TZVPD basis set.

The calculation puts the energy above the lowest of the compared OMol25 structures with the same formula, charge and spin at 1.119 eV. The total energy is -73900.9266 eV. Its SMILES is CN1C(=O)[C@@H](Cc2ccccc2)N(/C=C/[C@@H](O[S@@](=O)(=CS(=O)(=O)c2ccccc2)c2ccccc2)c2ccccc2)[C@@H]1C(C)(C)C. Its total charge is 0.

Geometry as XYZ:
```
86
Properties=species:S:1:pos:R:3:mulliken_charge:R:1
C 3.756 -2.124 -3.410 -1.196
N 3.217 -2.096 -2.072 1.071
C 4.069 -1.939 -1.004 -0.249
O 5.269 -2.193 -1.000 -0.719
C 3.245 -1.362 0.140 0.203
C 3.677 0.072 0.433 0.310
C 3.706 0.883 -0.843 0.128
C 4.872 0.898 -1.619 -0.473
C 4.885 1.531 -2.859 -0.691
C 3.736 2.181 -3.319 -0.526
C 2.602 2.248 -2.507 -0.775
C 2.602 1.641 -1.247 0.353
N 1.883 -1.412 -0.392 1.209
C 0.823 -0.883 0.307 -1.928
C -0.184 -0.059 -0.093 -0.098
C -1.548 -0.285 0.440 -0.483
O -2.221 0.926 0.874 -0.252
S -3.098 0.625 2.300 1.386
O -3.559 -0.756 2.412 -0.731
C -1.663 1.074 3.031 -0.849
S -0.515 0.295 4.054 1.373
O -1.000 0.077 5.394 -0.752
O 0.141 -0.782 3.340 -0.645
C 0.635 1.672 4.158 -0.324
C 1.663 1.784 3.224 0.034
C 2.479 2.918 3.227 -0.702
C 2.230 3.955 4.132 -0.409
C 1.132 3.881 4.996 -0.661
C 0.326 2.739 5.003 -0.180
C -4.426 1.748 1.879 0.631
C -5.737 1.241 1.830 -0.378
C -6.780 2.050 1.373 -0.649
C -6.531 3.371 0.988 -0.379
C -5.227 3.872 1.047 -0.709
C -4.171 3.065 1.483 -0.420
C -2.575 -0.654 -0.635 0.483
C -3.512 -1.641 -0.352 0.168
C -4.618 -1.767 -1.194 -1.076
C -4.788 -0.885 -2.261 -0.552
C -3.796 0.043 -2.584 -0.792
C -2.653 0.130 -1.789 -0.569
C 1.805 -2.011 -1.734 -1.477
C 1.061 -3.402 -1.857 2.447
C 1.704 -4.409 -0.906 -1.819
C 1.169 -3.897 -3.295 -2.000
C -0.404 -3.218 -1.514 -1.984
H 4.335 -1.207 -3.606 0.240
H 4.416 -2.995 -3.532 0.301
H 2.939 -2.174 -4.134 0.427
H 3.351 -2.022 1.020 0.683
H 3.005 0.507 1.180 -1.221
H 4.686 0.013 0.864 0.812
H 5.762 0.377 -1.253 0.366
H 5.791 1.495 -3.463 0.410
H 3.736 2.639 -4.309 0.382
H 1.704 2.764 -2.850 0.417
H 1.746 1.742 -0.573 0.510
H 0.777 -1.188 1.356 0.642
H -0.069 0.713 -0.862 0.398
H -1.457 -1.064 1.208 1.046
H -1.513 2.167 2.983 0.150
H 1.808 0.988 2.501 0.275
H 3.323 2.974 2.535 0.414
H 2.911 4.808 4.173 0.384
H 0.905 4.697 5.682 0.379
H -0.549 2.670 5.644 0.432
H -5.927 0.211 2.138 0.427
H -7.792 1.647 1.329 0.386
H -7.357 4.009 0.658 0.381
H -5.022 4.903 0.760 0.388
H -3.155 3.456 1.523 0.336
H -3.350 -2.283 0.518 0.443
H -5.353 -2.548 -0.995 0.436
H -5.676 -0.965 -2.886 0.413
H -3.890 0.703 -3.450 0.407
H -1.839 0.812 -2.034 0.336
H 1.321 -1.291 -2.417 0.843
H 1.596 -4.094 0.139 0.242
H 1.198 -5.377 -1.020 0.446
H 2.765 -4.559 -1.139 0.380
H 0.827 -3.133 -4.006 0.329
H 2.191 -4.204 -3.542 0.437
H 0.531 -4.781 -3.433 0.463
H -0.874 -2.466 -2.161 0.393
H -0.946 -4.162 -1.659 0.561
H -0.535 -2.929 -0.467 0.159
```



(5)
A structure of composition C37H40OP2Pt in a non-equilibrium geometry, computed with ωB97M-V with the def2-TZVPD basis set.

The calculation puts the energy above the lowest of the compared OMol25 structures with the same formula, charge and spin at 0.691 eV. The total energy is -62865.0709 eV. Its expectation value of S² is 6.0214. The multiplicity is 5. Its total charge is +2.

Geometry as XYZ:
```
81
Properties=species:S:1:pos:R:3:mulliken_spin:R:1
Pt -0.219 2.162 -0.925 1.116
C 5.340 2.208 -1.204 0.029
C 4.631 1.108 -1.534 0.020
C 4.742 -0.255 -0.892 0.006
C 3.606 -0.453 0.122 0.001
C 3.771 0.276 1.421 0.123
C 4.653 1.209 1.762 0.107
C 6.018 1.435 1.190 0.009
C 6.172 2.439 0.014 0.019
C -0.763 2.255 0.954 0.470
H 5.324 3.081 -1.862 0.001
H 4.110 1.100 -2.508 -0.004
H 5.699 -0.491 -0.415 0.000
H 4.588 -1.021 -1.670 0.001
H 2.674 -0.094 -0.347 0.013
H 3.454 -1.529 0.293 0.006
H 2.939 0.050 2.107 0.001
H 4.394 1.866 2.610 0.003
H 6.508 0.492 0.948 0.005
H 6.604 1.845 2.021 0.002
H 5.932 3.439 0.405 0.000
H 7.250 2.454 -0.211 -0.001
H -1.325 3.204 1.096 0.051
H 0.105 2.229 1.656 -0.028
H -1.442 1.380 1.095 -0.044
P -1.954 -0.956 -1.219 0.216
P -1.681 -0.795 1.436 0.268
C -1.092 -2.414 -0.561 -0.033
C -0.910 -2.324 0.787 0.018
C -3.334 -1.800 -2.188 0.053
C -3.317 -3.145 -2.598 0.015
C -4.250 -3.594 -3.543 0.003
C -5.229 -2.730 -4.043 0.007
C -5.298 -1.411 -3.568 0.005
C -4.362 -0.950 -2.639 0.025
C -1.000 -0.298 -2.576 0.088
C -0.883 1.131 -2.598 0.170
C -0.036 1.736 -3.587 0.092
C 0.671 0.925 -4.463 0.021
C 0.448 -0.454 -4.500 0.059
C -0.394 -1.058 -3.570 0.007
C -3.285 -1.424 2.149 0.035
C -4.296 -1.899 1.284 0.043
C -5.475 -2.440 1.804 -0.007
C -5.676 -2.488 3.192 0.032
C -4.687 -1.996 4.053 -0.012
C -3.495 -1.479 3.535 0.028
C -0.713 -0.378 2.924 0.087
C -1.072 0.810 3.599 0.052
C -0.261 1.329 4.601 -0.020
C 0.856 0.603 5.031 0.031
C 1.153 -0.628 4.440 -0.004
C 0.392 -1.111 3.374 0.020
H -0.792 -3.237 -1.201 0.000
H -0.418 -3.033 1.459 0.010
H -2.580 -3.845 -2.199 0.001
H -4.205 -4.626 -3.894 0.001
H -5.938 -3.076 -4.802 0.000
H -6.076 -0.738 -3.931 0.000
H -4.411 0.079 -2.271 -0.001
H -1.709 1.748 -2.063 -0.079
H 0.110 2.812 -3.526 -0.022
H 1.410 1.384 -5.106 0.000
H 0.933 -1.053 -5.258 0.002
H -0.560 -2.134 -3.612 0.005
H -4.165 -1.852 0.198 -0.004
H -6.245 -2.825 1.130 0.000
H -6.601 -2.905 3.601 0.001
H -4.838 -2.016 5.134 0.000
H -2.727 -1.116 4.220 0.006
H -1.949 1.374 3.276 0.011
H -0.496 2.302 5.034 0.000
H 1.489 1.002 5.825 0.001
H 1.995 -1.217 4.801 0.000
H 0.649 -2.054 2.898 0.001
C 1.898 4.294 -1.414 0.136
C 1.478 3.167 -0.509 0.227
O 2.133 2.761 0.440 0.502
H 1.037 4.942 -1.642 -0.005
H 2.286 3.850 -2.345 0.004
H 2.705 4.860 -0.924 0.000
```